{
  "formula": "C36H98BClN2O23P",
  "method": "ωB97M-V with the def2-TZVPD basis set",
  "spin_multiplicity": 1,
  "homo_energy_ev": -11.163,
  "total_charge": 1,
  "gap_ev": 7.1,
  "symbols": ["Cl", "P", "O", "O", "O", "O", "O", "O", "O", "O", "O", "O", "O", "O", "O", "O", "O", "O", "O", "O", "O", "O", "O", "O", "O", "N", "N", "C", "C", "C", "C", "C", "C", "C", "C", "C", "C", "C", "C", "C", "C", "C", "C", "C", "C", "C", "C", "C", "C", "C", "C", "C", "C", "C", "C", "C", "C", "C", "C", "C", "C", "C", "C", "B", "H", "H", "H", "H", "H", "H", "H", "H", "H", "H", "H", "H", "H", "H", "H", "H", "H", "H", "H", "H", "H", "H", "H", "H", "H", "H", "H", "H", "H", "H", "H", "H", "H", "H", "H", "H", "H", "H", "H", "H", "H", "H", "H", "H", "H", "H", "H", "H", "H", "H", "H", "H", "H", "H", "H", "H", "H", "H", "H", "H", "H", "H", "H", "H", "H", "H", "H", "H", "H", "H", "H", "H", "H", "H", "H", "H", "H", "H", "H", "H", "H", "H", "H", "H", "H", "H", "H", "H", "H", "H", "H", "H", "H", "H", "H", "H", "H", "H"],
  "xyz": [[0.083914, -4.576525, -0.562084], [1.937108, -2.112699, -1.348624], [-3.964826, 5.741249, 4.228151], [-1.182997, -11.707128, -2.222779], [-0.749723, -7.750090, -1.383220], [0.981947, 3.025534, 3.146194], [5.782499, -0.557130, -7.940808], [-5.556626, -1.769963, -2.402779], [2.530967, 1.929554, 4.658874], [3.007421, -3.532104, -1.525482], [3.018671, -0.935251, -1.591394], [1.817090, 10.201328, 1.139448], [5.043889, -0.917456, 5.311533], [6.474908, -2.764025, 1.217354], [2.524484, -1.553643, -5.265906], [-2.824889, 1.322924, -5.625677], [0.872267, -2.333172, -2.747771], [-8.376535, 3.806993, -0.189685], [-2.420104, 8.727560, 1.707331], [-1.026709, 0.171987, -1.844554], [8.072699, 1.154843, 4.333962], [2.825615, 1.187590, -8.374583], [-1.681881, -2.630532, 1.485536], [1.031019, 1.257565, -0.906584], [-2.593109, 5.154000, 0.773098], [1.128796, -2.041852, 0.229847], [4.419763, -2.345076, 3.313518], [-4.378913, 3.639000, 1.963996], [0.520218, 0.054893, 1.716958], [-5.387083, 1.204455, 1.122732], [-1.152913, -8.282786, -0.135040], [7.849728, -2.539158, 1.469513], [-2.590007, 5.966116, 4.480310], [-1.507737, 1.571163, -2.074388], [-0.046505, -0.349358, 3.177333], [5.116579, 0.342229, 3.096390], [-3.757957, 8.951760, 1.302160], [3.085658, -2.147348, -6.422141], [-9.644399, 3.719665, 0.434156], [3.656844, -4.828255, 3.530849], [-1.437744, -1.535346, 0.565869], [4.853618, -1.042676, 3.995293], [2.649608, 0.227946, -9.400440], [0.709756, 9.319827, 1.171788], [-1.607419, -10.475646, -2.777396], [-3.932224, 0.441422, -5.593337], [-2.585147, -0.388795, 0.886157], [-3.738746, -0.860560, 1.951736], [0.094415, -0.966250, 0.455542], [7.669510, 0.622148, 5.582143], [-4.769241, 0.380172, 2.395538], [-5.744952, 2.732651, 1.700522], [2.114685, -4.489207, 2.978464], [-0.010019, 0.912134, 4.274689], [-1.474938, 4.846376, -0.175084], [2.052361, -4.231119, 1.385038], [-3.726144, 4.232090, 0.544545], [0.732627, -3.425348, 0.799205], [7.157318, -0.332263, -7.688649], [1.194685, 1.986751, 3.992332], [-5.607631, -2.543034, -3.587701], [-0.500595, -3.400207, 1.862120], [4.216354, -3.462435, 4.317899], [-0.009438, 0.173910, -0.778419], [1.325048, -2.897778, -3.444738], [-0.261735, -6.929447, -1.199594], [3.528095, -5.645694, 4.362888], [3.433248, -0.530381, -9.329716], [8.551805, 0.409942, 6.190977], [-2.121707, 5.021039, 4.765090], [-5.218536, -1.956526, -4.423623], [8.560688, 1.975486, 4.517589], [-0.410817, -12.000568, -2.735550], [8.318027, -3.484235, 1.754293], [-4.803130, 0.978731, -5.210720], [7.266266, 0.386377, -6.872600], [7.024231, 1.340080, 6.094428], [-1.014588, 3.766585, 0.036380], [-4.623766, -1.542756, -2.249623], [-4.414880, 8.231824, 1.796523], [-2.067929, 0.818548, -5.969076], [8.329008, -2.155484, 0.565501], [6.086492, -1.908532, 0.967211], [7.636599, 0.051411, -8.592661], [-4.627081, 4.559934, 2.680677], [-4.446396, -1.701358, 1.516572], [-4.050765, 9.964796, 1.587807], [-0.575188, 5.604929, -0.012193], [-9.748599, 4.525936, 1.164378], [-3.708800, -0.401766, -4.935033], [3.878742, -3.313802, -1.074268], [-4.651903, 1.376562, 0.229364], [1.696744, 0.180736, 1.808125], [1.666399, -0.238317, -9.299701], [-1.835725, 2.006646, -1.027090], [7.958675, -1.820517, 2.285562], [-6.417846, 0.730924, 0.835434], [5.394082, 0.298363, -8.190951], [-2.188666, 7.821659, 1.440710], [-2.162881, 0.632410, 1.264144], [5.962699, 0.155282, 2.289294], [-0.871100, -4.534421, 1.947245], [0.658650, -1.182375, 3.639153], [-2.481060, 6.684755, 5.296359], [-3.303532, -1.254993, 2.991201], [-2.477119, -10.116736, -2.222077], [2.173646, -5.289624, 0.846097], [7.116308, -0.304297, 5.411144], [2.761837, 0.715166, -7.527204], [-6.395360, 3.334970, 0.933346], [3.513693, -2.076960, 2.834939], [-2.110726, 6.349790, 3.576298], [-10.429616, 3.794927, -0.322161], [-1.098223, 1.381632, 4.255114], [4.392295, -5.116107, 2.667432], [-1.706114, -9.209230, -0.306039], [0.076468, 0.376611, 5.337947], [0.933180, 8.476639, 1.830092], [1.832775, -3.462912, 3.518929], [1.339202, -5.308707, 3.316780], [2.623560, 1.070450, 5.183372], [5.136152, -3.678246, 5.008785], [-1.801077, 4.951013, -1.306650], [1.922102, -1.773600, 0.894825], [-1.881736, -10.622066, -3.825042], [-3.143681, -0.151353, -0.141616], [-5.013073, -3.450678, -3.457573], [-4.143233, 0.082645, -6.603736], [1.328042, 1.217540, -1.883035], [3.111950, -1.767077, -4.521167], [-0.800618, -9.742689, -2.699946], [-3.308088, 3.301597, -0.030920], [-2.454663, 1.616637, -2.776031], [-0.240247, -3.091071, 2.960778], [-3.512998, 3.046518, 2.484116], [-1.710111, -1.952879, -0.520097], [0.124011, 1.166060, 1.521490], [-6.646040, -2.816144, -3.789421], [-1.134074, -0.771811, 3.230040], [7.625617, -1.277340, -7.403869], [-4.575439, 4.712604, -0.136772], [-6.340382, 2.661320, 2.708447], [-0.682052, 2.235452, -2.613800], [2.447472, -1.925837, -7.280760], [-9.723944, 2.756801, 0.944194], [-8.335261, 4.671030, -0.633580], [-3.833865, 8.845226, 0.217245], [4.095218, 0.626642, 2.577917], [3.041030, -3.633968, 1.081342], [4.082972, -1.736149, -6.596593], [3.145139, -3.229854, -6.284700], [5.424288, 1.260579, 3.765297], [-4.353242, 6.596741, 3.978008], [-5.635259, -0.115326, 3.013359], [-4.172922, 1.077735, 3.154334], [2.715835, 0.727661, -10.369704], [2.574050, 9.696953, 0.796048], [-1.798191, -7.564853, 0.377246], [3.344793, -3.092019, 5.044581], [-0.270618, -8.494991, 0.473795], [-0.161151, 9.857136, 1.554404], [0.498746, 8.961050, 0.161388]],
  "atomic_forces_ev_per_a": [[0.3938, 1.7999, 0.7901], [7.1473, 1.0131, -7.7265], [-0.5390, 0.4480, 0.0521], [0.3944, -0.4409, -0.0034], [0.3116, 0.5868, -0.2504], [1.5179, -7.0659, 5.5155], [-0.5388, 0.2350, -0.1041], [0.4151, 0.3094, 0.4032], [-3.8920, -1.6443, -1.1915], [-2.1245, 2.5240, 1.6871], [-5.1989, -3.9930, 1.9622], [0.6231, -0.0591, -0.1784], [-1.4095, -1.6123, -7.3919], [-0.6373, 0.1306, -0.4553], [-0.2656, -0.0586, 0.9885], [0.5875, -0.0033, -0.0072], [2.1341, 0.0077, 3.7697], [0.3620, 0.3973, -0.3895], [0.3185, -0.3777, 0.0457], [1.5211, 0.9773, 2.9619], [0.2900, 0.5370, -0.3920], [0.1747, 0.0601, 0.6252], [2.4601, 0.0139, -0.4342], [-1.7488, -3.3524, -0.9939], [0.4043, -1.4913, -1.6990], [0.3499, -1.1997, 1.9022], [0.1029, 2.7616, 2.2044], [0.1010, 1.0017, -0.2636], [-0.2111, 0.5688, 0.7197], [-0.6813, 1.5475, 1.7004], [0.0714, 0.1176, 0.1611], [0.1817, 0.2144, -0.0541], [0.1155, 0.2563, -0.0736], [-0.5818, 1.3960, -0.4586], [0.8482, -0.3741, 1.1796], [-0.4643, -0.7423, -0.2667], [0.0901, -0.1519, -0.0749], [0.4540, -0.1861, -0.1689], [-0.1263, 0.1821, -0.0256], [-0.5719, 1.1079, 0.7377], [-1.0690, -0.2474, -1.5495], [0.7600, 1.3693, 4.5337], [-0.0143, -0.1978, 0.0500], [0.0600, 0.0341, 0.0072], [0.2959, -0.0007, -0.2528], [0.0885, -0.0839, -0.1218], [-0.9285, 0.3829, -0.4329], [-1.0157, 0.0431, 0.9370], [-2.6325, 3.3420, 0.5528], [0.1998, -0.0534, 0.2371], [0.9085, -0.5004, -0.2845], [0.8292, 0.4401, -0.3218], [0.0999, 1.0126, 0.6065], [-0.2077, -1.1358, 0.4185], [0.8005, 0.1642, -0.0041], [1.3965, -0.5181, -0.2391], [-0.7514, -1.2978, 0.0811], [-0.6164, -3.1725, 1.1408], [0.0571, 0.1878, -0.0452], [-0.1483, 5.2952, -3.1104], [0.1657, -0.0206, -0.0450], [-0.8984, -0.9130, 0.9169], [-1.8314, -0.5861, 0.5956], [0.7427, 2.3396, -3.2824], [-0.2501, 0.7928, 1.0758], [-0.2526, -0.6229, -0.1897], [0.5481, 1.4232, -1.8735], [-0.0787, -0.1530, -0.2382], [-0.1143, -0.0510, 0.1915], [-0.1636, 0.0887, -0.0622], [-0.0944, -0.2171, -0.1794], [-0.2425, -0.4767, -0.2334], [-0.4706, 0.0858, 0.3681], [-0.1775, 0.1259, -0.0644], [0.1916, -0.0229, -0.0538], [0.2646, -0.0199, -0.0047], [-0.0795, -0.1992, 0.2084], [-1.1631, 2.2050, -0.4518], [-0.5744, -0.0778, -0.0465], [-0.2577, 0.0667, -0.1155], [-0.3843, 0.3982, 0.1622], [0.2487, -0.0122, 0.1408], [0.2109, -0.4916, 0.2303], [0.2276, -0.0190, 0.1342], [0.5807, -2.2091, -1.7213], [1.8037, 1.5577, 0.6920], [0.1408, -0.1579, -0.0089], [-2.1889, -1.4464, -0.0761], [-0.2367, -0.1003, 0.0852], [-0.2122, -0.1205, -0.0067], [-1.2939, -0.0379, -0.7836], [-1.4786, -0.7275, 1.6316], [-2.2710, -0.3053, -0.4992], [0.0041, -0.1322, -0.2387], [0.8409, -0.6497, -2.2775], [0.2574, -0.0150, 0.0139], [2.2270, 0.7176, 0.0914], [0.0521, -0.4182, 0.1000], [-0.1096, 0.3805, 0.1340], [-0.4719, -1.8317, -0.6313], [-1.8738, 0.3419, 1.6881], [1.0333, 2.4902, -0.3252], [-1.3777, 1.5433, -0.9716], [0.2510, -0.0443, -0.0136], [-0.6949, 0.6870, -2.4745], [0.1176, -0.1473, -0.0830], [-0.4796, 2.5770, 1.0141], [0.2382, 0.3636, 0.0361], [0.0255, 0.3302, -0.3775], [1.1037, -1.3534, 1.4722], [1.3646, -0.6143, 0.6578], [0.2244, -0.0292, 0.1318], [-0.1769, -0.0565, 0.1908], [2.7222, -0.3236, -0.1225], [-1.4479, 0.3547, 1.7321], [0.1627, 0.2000, -0.0160], [0.0794, 1.4210, -2.2555], [-0.2437, -0.1424, 0.0162], [0.3619, -2.2420, -0.9909], [1.6021, 1.6675, -0.7696], [-0.3737, 1.5239, -0.8677], [-1.5502, 0.6252, -1.8275], [0.4478, -0.3513, 2.2949], [-0.7317, -0.1269, -1.1661], [-0.1364, 0.2383, -0.0266], [1.4007, -0.5392, 2.2825], [-0.0765, -0.1150, -0.2458], [-0.2249, -0.1400, 0.0980], [-0.7075, 0.3496, 2.1379], [-0.1692, 0.3975, -0.3952], [-0.2514, 0.1634, -0.1116], [-0.8150, 1.6208, 0.8521], [1.9990, -0.7015, 1.3769], [0.1440, -0.3646, -2.2833], [-1.6399, 0.9553, -0.8726], [0.7874, 0.8919, 2.1896], [0.9110, -2.4867, 0.0338], [0.1685, 0.1023, 0.1242], [2.0445, 0.8455, -0.5059], [-0.1557, 0.1146, -0.0691], [1.8467, -0.7647, 1.4729], [1.1473, 0.0335, -1.9257], [-1.7555, -1.4549, 1.4358], [0.0143, -0.0231, 0.1981], [0.1067, 0.1403, -0.1207], [0.0381, -0.5254, 0.2060], [-0.2750, 0.0540, 0.0056], [2.0600, -0.5920, 0.7839], [-2.0824, -1.1184, 0.6675], [-0.0332, -0.1446, -0.2557], [0.0541, -0.0410, -0.2886], [-0.5945, -2.3036, -1.1304], [0.1677, -0.4606, 0.1828], [1.6331, 0.9980, -1.2495], [-1.3048, -1.2768, -1.7881], [-0.0145, -0.0024, 0.2227], [-0.3843, 0.4150, 0.2227], [-0.0931, -0.1385, 0.2006], [1.8498, -1.0895, -1.2122], [-0.1289, -0.1463, 0.1923], [0.2302, -0.1019, -0.0985], [-0.2467, -0.1356, 0.0270]]
}